90
Properties=species:S:1:pos:R:3:forces:R:3 method="wB97M-V/def2-TZVPD" smiles="O=C1C=C(O)C(=O)C=C1O.O=C1C=C(O)C(=O)C=C1O.O=C1C=C(O)C(=O)C=C1O.O=C1C=C(O)C(=O)C=C1O.O=C1C=C(O)C(=O)C=C1O.CC(C)=O.CC(C)=O" orbital_gap_ev=5.574
O -14.05379 20.98338 -43.25297 -1.619 -2.884 -1.388
C -13.35920 21.66604 -42.58304 2.140 5.145 0.662
C -12.55624 22.77197 -43.21997 2.130 3.357 11.083
C -11.71178 23.72275 -42.36347 -1.126 -3.635 -3.601
O -10.52729 24.33137 -42.77349 -3.127 -0.149 3.628
C -11.99758 23.83661 -40.91530 0.115 0.776 3.778
O -11.61910 24.78901 -40.19659 -0.631 -1.921 -2.290
C -12.71331 22.68481 -40.24728 -1.819 -2.567 -6.827
C -13.35751 21.68637 -41.10461 0.436 -0.469 5.056
O -14.09023 20.64079 -40.46835 1.879 0.161 -2.152
H -12.39644 22.68882 -44.14233 1.401 -0.484 -7.572
H -10.51332 24.17057 -43.66907 0.619 -0.499 -3.538
H -12.92417 22.60253 -39.24412 -0.072 0.231 2.142
H -14.04513 19.67147 -40.96171 -0.420 3.065 1.122
O -9.01438 14.85912 -48.17072 -0.321 -0.384 -0.609
C -8.28175 15.46687 -47.41791 -0.683 -0.397 0.429
C -7.43980 16.53127 -47.78797 4.706 4.291 4.204
C -6.62205 17.33541 -46.75162 -1.665 -1.089 -8.104
O -5.69231 18.28367 -47.23049 -1.325 -1.346 -0.378
C -6.73041 17.12172 -45.30335 -5.152 -5.739 -5.094
O -6.03613 17.62826 -44.57561 5.570 4.788 6.337
C -7.63629 16.01451 -44.95266 -2.296 -3.425 -3.643
C -8.32556 15.12043 -45.98194 0.819 2.467 6.859
O -9.16802 14.15295 -45.46938 0.131 1.076 -3.455
H -7.13316 16.72634 -48.79014 -0.368 -0.077 -0.746
H -5.58543 18.35756 -48.25433 -0.839 -0.740 2.686
H -7.66316 15.73983 -43.90105 -0.278 0.005 -0.259
H -9.83964 13.87123 -46.23997 1.495 0.502 1.600
O -8.89617 16.41651 -40.33100 0.375 -1.679 0.658
C -9.12504 17.25745 -41.14893 0.232 3.375 -0.785
C -8.15852 17.90483 -42.02240 -2.530 4.792 -4.063
C -8.42537 19.10406 -42.95005 3.871 -4.026 2.544
O -7.46749 19.83858 -43.62495 -1.409 -1.125 1.103
C -9.79731 19.59676 -43.10038 -2.146 1.467 1.085
O -10.20294 20.45543 -43.87759 1.137 -0.602 -0.294
C -10.73664 19.17868 -42.06918 4.394 -6.969 4.380
C -10.37926 18.02918 -41.07489 -5.057 2.719 -2.383
O -11.36122 17.50248 -40.21396 2.226 0.134 0.149
H -7.23196 17.50321 -41.94805 3.003 -0.782 -0.101
H -6.52675 19.57750 -43.49355 -1.048 -0.451 0.111
H -11.65675 19.58133 -42.01283 -2.927 1.299 0.130
H -10.99917 16.82649 -39.49852 -0.250 1.960 -2.525
O -11.06152 16.52560 -46.14560 2.568 -5.222 2.202
C -11.49312 17.44143 -46.68493 -3.920 8.625 -0.366
C -11.96297 18.69645 -45.89030 -2.203 2.214 -5.391
C -12.77041 19.78601 -46.58794 1.034 -4.679 3.219
O -13.77724 20.46313 -46.00596 0.979 0.161 0.243
C -12.78245 19.87223 -48.13480 0.940 -1.124 1.889
O -13.08340 20.86796 -48.71519 -0.527 1.043 -0.454
C -12.33939 18.66483 -48.80773 1.655 -4.037 4.308
C -11.83165 17.50584 -48.13095 -0.178 1.742 -1.994
O -11.42763 16.35626 -48.71277 -7.068 8.870 -9.523
H -11.91078 18.50539 -44.86816 -0.220 0.377 1.763
H -13.89118 20.38264 -45.00784 0.655 0.079 -1.156
H -12.32300 18.68894 -49.81543 -0.133 -0.054 -3.245
H -11.03339 15.86382 -48.19485 6.420 -7.885 8.569
O -18.27402 17.61257 -45.60137 1.565 -0.835 0.173
C -17.46385 17.70883 -44.67084 -1.460 1.572 -0.550
C -17.91987 18.19199 -43.42103 15.247 0.447 3.423
C -16.83036 18.46108 -42.32744 -6.255 -0.928 -1.196
O -17.23178 18.87910 -41.05616 3.880 -1.417 -2.370
C -15.33694 18.06075 -42.47107 0.745 2.251 1.879
O -14.53737 18.33531 -41.53253 -1.930 -1.466 -2.236
C -14.93229 17.57863 -43.74337 -10.701 1.222 -2.998
C -15.99868 17.55195 -44.85109 5.966 -2.236 1.446
O -15.58353 17.09935 -46.10726 7.979 4.145 7.848
H -18.82015 18.18903 -43.30520 -10.206 0.630 1.948
H -18.09709 19.20720 -40.92672 -1.691 0.376 -0.621
H -14.01257 17.42857 -43.94874 6.238 -1.179 -1.522
H -16.28086 16.85134 -46.49169 -9.147 -2.930 -5.511
C -13.36766 13.23926 -48.53370 -1.203 -0.316 3.364
C -12.55191 13.56006 -47.27114 6.081 -0.375 0.286
C -13.06232 14.14345 -45.92587 2.530 4.243 -4.255
O -11.27732 13.32751 -47.32850 -4.446 0.605 -0.040
H -13.69253 14.14441 -48.96297 -0.803 1.323 -0.328
H -14.26142 12.63747 -48.17363 0.951 0.565 -0.910
H -12.76471 12.79534 -49.26692 0.852 -1.126 -0.615
H -13.47506 13.36872 -45.54765 -4.376 -5.069 2.570
H -13.74616 14.98423 -46.28341 0.737 -0.877 1.544
H -12.27467 14.25362 -45.13503 -0.204 1.069 -1.444
C -10.05608 14.67979 -51.33883 0.424 -0.983 -0.773
C -9.31666 15.98694 -51.30952 3.329 1.837 -0.971
C -10.13757 17.29375 -51.64499 5.026 -0.731 -1.118
O -8.07864 16.14920 -51.15380 -3.342 -1.180 -0.053
H -10.99253 14.79509 -51.87413 -0.170 0.063 -0.004
H -10.26722 14.29689 -50.36304 -0.196 0.184 0.973
H -9.52985 13.80889 -51.79695 0.162 1.017 0.077
H -9.62178 17.76640 -52.66551 -1.801 -1.059 2.980
H -9.96703 17.80908 -50.71272 0.110 1.128 -0.150
H -11.09049 16.96310 -51.63847 -3.467 -0.254 -0.850

7
Properties=species:S:1:pos:R:3:forces:R:3 method="wB97M-V/def2-TZVPD" smiles=[O-][N+]#CBr.C#N orbital_gap_ev=9.408
O -0.78360 -0.25304 -1.06400 -0.630 -0.220 -0.449
N -0.68054 0.79856 -0.52413 0.604 0.939 0.365
C -0.35515 1.79664 0.00304 -0.848 -0.075 -0.063
Br -1.02536 3.35062 0.71285 0.341 -0.407 -0.169
C 0.92944 -1.92363 0.35122 0.625 0.741 -0.344
N 1.42269 -0.90682 0.19671 0.533 0.193 0.444
H 0.49252 -2.86234 0.32430 -0.626 -1.171 0.215

67
Properties=species:S:1:pos:R:3:forces:R:3 method="wB97M-V/def2-TZVPD" orbital_gap_ev=6.141 charge=+1
C 1.42012 -3.08730 3.83747 0.022 -0.515 0.107
N 1.44320 -2.08714 2.79970 -0.070 0.617 0.140
C 1.19965 -0.77124 3.06153 -0.540 0.420 1.317
O 0.88007 -0.29989 4.15037 0.636 -0.621 -1.745
C 1.37078 -0.00954 1.74869 -0.662 0.310 0.400
C 2.51771 1.00642 1.76431 0.401 -0.010 -0.035
C 2.29302 2.10298 2.78163 0.074 0.119 0.031
C 3.19988 2.29464 3.82966 -0.505 -0.076 0.006
C 2.91129 3.22386 4.83277 -0.061 0.078 -0.209
C 1.75617 4.01155 4.74853 0.059 -0.198 -0.223
C 0.88010 3.85373 3.66664 0.177 -0.144 -0.124
C 1.15129 2.90079 2.68032 0.162 0.034 0.445
N 1.57629 -1.09613 0.78020 0.418 0.782 -2.213
C 1.74987 -0.79338 -0.51930 -0.412 0.174 2.052
C 1.97174 -1.74871 -1.49491 0.359 -0.680 -1.846
C 2.15868 -1.54387 -2.86518 -0.129 -0.392 1.606
C 2.38556 -2.65893 -3.75548 0.168 -1.082 -0.558
C 2.57124 -2.45622 -5.14915 -0.057 0.076 0.433
C 2.80181 -3.52528 -6.01552 -0.027 -0.076 0.186
C 2.85713 -4.83826 -5.52102 -0.047 0.448 0.009
C 2.67590 -5.07494 -4.15448 -0.103 0.431 0.330
C 2.43995 -4.00993 -3.28298 0.064 0.163 -0.457
C 1.65772 -2.43589 1.40567 0.150 -1.058 0.612
C 3.01347 -3.14400 1.25730 0.350 0.326 -0.047
C 0.59287 -3.45059 0.95674 -0.404 0.259 -0.117
H 1.24671 -2.60406 4.80126 0.019 0.031 -0.267
H 0.62406 -3.81698 3.65046 0.087 0.128 0.163
H 2.37769 -3.61948 3.86455 -0.160 0.088 0.131
H 0.42767 0.52578 1.52570 0.347 -0.384 0.087
H 3.45762 0.47518 1.97808 -0.186 0.149 -0.084
H 2.60145 1.43851 0.75429 0.056 -0.077 0.243
H 4.09902 1.67368 3.86753 -0.277 0.226 0.128
H 3.58840 3.32242 5.68335 -0.203 0.070 -0.291
H 1.54117 4.75482 5.51903 0.055 -0.293 -0.227
H -0.02272 4.45952 3.58623 0.276 -0.105 0.090
H 0.46708 2.74107 1.84139 0.114 0.217 0.306
H 1.69402 0.27772 -0.75029 -0.006 -0.440 0.013
H 2.01323 -2.77007 -1.13748 -0.042 0.355 -0.272
H 2.16123 -0.53422 -3.28026 0.030 -0.199 0.066
H 2.52891 -1.43011 -5.52624 0.042 -0.364 0.016
H 2.93993 -3.33526 -7.08242 -0.048 -0.072 0.392
H 3.03942 -5.67720 -6.19566 -0.055 0.316 0.180
H 2.71573 -6.09188 -3.75557 -0.013 0.375 -0.189
H 2.30071 -4.24499 -2.22666 0.060 0.065 -0.378
H 3.81757 -2.56587 1.72809 -0.136 -0.083 -0.164
H 2.94665 -4.12290 1.75363 0.085 0.380 -0.195
H 3.25703 -3.31392 0.20575 0.115 -0.046 0.252
H -0.41762 -3.10961 1.20958 0.176 -0.020 -0.125
H 0.65200 -3.64052 -0.11756 -0.140 -0.054 0.205
H 0.78051 -4.40090 1.47748 -0.111 0.367 -0.211
C 1.52159 4.62362 -5.55834 -0.105 -0.284 0.043
C 2.02885 3.32280 -6.18879 0.247 0.089 0.306
C 1.58661 2.06161 -5.43861 -0.448 -0.239 -0.302
N 1.81954 2.09823 -3.99722 0.581 0.636 0.068
C 1.42088 3.35995 -3.34274 -0.603 -0.288 0.368
C 1.83040 4.64305 -4.06139 0.272 -0.206 -0.278
H 2.02252 5.47036 -6.04062 -0.219 -0.083 0.041
H 0.44467 4.73205 -5.72437 0.025 -0.018 0.001
H 1.68667 3.24869 -7.22728 0.154 -0.053 0.158
H 3.12475 3.37215 -6.19021 -0.085 -0.129 -0.084
H 0.52233 1.87496 -5.66515 0.040 0.113 -0.013
H 2.14599 1.20699 -5.83798 -0.097 0.066 -0.046
H 1.34693 1.31771 -3.54526 -0.021 0.410 -0.213
H 0.32479 3.38816 -3.20412 0.079 0.036 -0.069
H 1.86165 3.36221 -2.33691 -0.094 0.023 -0.137
H 2.90511 4.80368 -3.94746 0.027 -0.017 0.121
H 1.31108 5.48086 -3.58896 0.145 -0.072 0.068

8
Properties=species:S:1:pos:R:3:forces:R:3 method="wB97M-V/def2-TZVPD" orbital_gap_ev=7.170 charge=-1
O -0.66259 0.57133 0.85543 -0.168 -0.280 -1.514
O 1.27534 1.91476 0.86668 0.959 1.403 0.525
O -0.08087 2.02588 -1.21385 -0.179 -0.232 1.303
O 1.16342 0.04742 -0.64087 1.333 0.366 -1.914
S -0.62579 -2.04224 -0.65746 0.424 0.398 0.077
S -0.09204 -0.92548 1.00799 -1.871 -3.052 2.856
S 0.53938 1.24430 -0.15031 -0.107 1.436 -1.520
H -1.51685 -2.83597 -0.06760 -0.392 -0.039 0.186

20
Properties=species:S:1:pos:R:3:forces:R:3 method="wB97M-V/def2-TZVPD" orbital_gap_ev="7.811 / 7.811" charge=+1
C 1.67309 1.57425 0.04243 -0.812 4.628 2.134
C 1.86413 -0.65761 -0.51998 -0.136 -2.651 0.337
C -0.53123 0.57136 0.05334 -2.385 0.663 0.007
C 1.52589 -1.42121 0.76199 -1.742 -0.072 -0.575
C -2.84500 -0.17723 -0.29921 -0.769 0.880 -2.020
N 2.29402 0.59538 -0.50423 1.653 -0.776 -1.432
N 0.31002 1.53819 0.35770 2.596 -1.509 -0.708
N -1.82273 0.88766 -0.19684 1.483 -0.348 1.005
H 2.07036 2.65676 0.21607 -0.144 -2.629 -0.587
H 2.31554 -1.41175 -1.19423 0.012 1.401 -0.124
H -0.26447 -0.45351 0.09385 0.195 -0.317 -0.120
H 1.40258 -0.74146 1.67864 0.341 -1.279 -1.209
H 2.36447 -2.16134 0.78852 -0.917 0.490 0.853
H 0.51277 -2.02614 0.54857 2.164 1.020 0.931
H -3.40915 -0.43232 0.61214 0.612 0.246 -0.143
H -3.57358 0.29612 -1.04646 0.723 -1.277 0.982
H -2.35863 -1.08939 -0.76751 -0.698 1.159 0.628
H 3.15438 0.81451 -1.01920 -0.331 0.131 0.064
H 0.03866 2.46056 0.54428 -1.238 1.234 0.337
H -2.02080 1.89280 -0.09601 -0.605 -0.994 -0.361

14
Properties=species:S:1:pos:R:3:forces:R:3 method="wB97M-V/def2-TZVPD" smiles="C=C(F)[C@@H](C)N" orbital_gap_ev=10.599
C 1.76672 1.00584 -0.32625 -1.122 -2.684 0.201
C 1.18487 -0.16774 -0.00572 0.964 1.842 0.911
F 2.03314 -1.21126 0.24155 -0.715 -0.228 -0.397
C -0.25975 -0.41131 0.36780 -1.378 0.752 -1.409
C -1.18861 0.82027 0.10136 -0.640 -0.048 0.256
N -0.74167 -1.56462 -0.53670 -1.466 2.179 1.415
H 2.78473 1.03488 -0.60800 0.929 0.080 0.060
H 1.17286 1.85864 -0.39627 -0.794 1.223 -0.298
H -0.41849 -0.56085 1.45761 0.654 -0.553 -0.506
H -1.40960 1.01818 -0.97763 0.540 -0.209 0.859
H -2.14836 0.49442 0.56374 0.364 0.371 -0.413
H -0.93092 1.77713 0.63944 0.114 -1.089 -0.601
H -1.73906 -1.85519 -0.29848 1.935 0.489 -0.141
H -0.10586 -2.23840 -0.22245 0.615 -2.126 0.064

Electronic energy values, unit eV, following the record order: -82874.5791 -77155.7609 -35094.6924 -40712.6617 -9840.3674 -8484.0714.
Energy above the lowest of the compared OMol25 structures with the same formula, charge and spin values, unit kJ/mol, following the record order: 1869.82 310.32 44.82 62.84 370.93 93.24.